14
Properties=species:S:1:pos:R:3:forces:R:3:mulliken_charge:R:1 method="wB97M-V/def2-TZVPD" largest_force_ev_per_a=4.39 lumo_energy_ev=-3.8 homo_lumo_gap_ev=8.112 de_lowest_ev=3.720 total_charge=+1 energy_ev=-17498.6873
C 0.97758 -0.76482 0.31946 1.56 0.02 -0.86 0.06
C -1.76332 -0.77477 -0.13005 -1.18 -0.78 -2.80 -0.57
N 2.74860 0.81619 -0.50827 -3.47 -2.69 -0.04 -0.50
N 2.24513 -0.34682 0.14920 0.52 -0.78 1.23 0.08
N -2.75037 0.36793 0.19334 0.75 2.21 3.13 -0.47
S -0.24063 0.04370 -0.57537 0.05 -0.04 0.24 -0.04
H 0.78101 -1.76551 0.84567 0.42 1.74 -0.67 0.37
H -2.19227 -1.20303 -1.15270 1.02 0.71 2.11 0.23
H 3.70169 0.83373 -0.51984 2.78 0.14 0.15 0.22
H 2.24046 1.66063 -0.44278 -0.62 0.62 0.45 0.23
H 3.03312 -0.93941 0.54909 -1.61 1.03 -0.63 0.29
H -2.96781 1.20497 -0.45100 0.04 -1.84 0.65 0.34
H -2.20217 0.84682 1.00720 -1.39 -0.74 -1.59 0.39
H -3.61102 0.02038 0.71605 1.13 0.39 -1.37 0.38

***

88
Properties=species:S:1:pos:R:3:forces:R:3:mulliken_charge:R:1 method="wB97M-V/def2-TZVPD" largest_force_ev_per_a=3.90 lumo_energy_ev=1.9 homo_lumo_gap_ev=7.971 de_lowest_ev=0.000 total_charge=-1 energy_ev=-146594.4499
C -7.68000 -17.06200 29.13800 -0.83 1.13 0.54 0.17
F -8.02200 -15.76300 29.41100 -0.09 -0.05 -0.78 -0.05
F -6.85000 -17.36500 30.10200 0.88 -0.93 0.94 -0.25
F -8.81300 -17.76000 29.33400 0.27 -0.17 -0.66 -0.25
S -6.79400 -17.26500 27.51500 -0.98 -0.74 0.55 0.21
O -7.53400 -16.38500 26.61500 0.39 -0.17 0.10 0.08
O -5.46100 -16.88700 27.88200 0.22 0.41 -0.14 0.26
O -6.95300 -18.68900 27.27400 -0.19 0.16 -0.39 -0.57
C -9.61800 -15.07500 24.66700 0.18 -1.89 1.00 0.61
S -11.06200 -14.31700 24.02400 -1.07 2.86 -2.42 0.63
O -10.75600 -12.90000 23.45200 0.01 -2.27 1.47 -0.70
C -11.25300 -15.30000 22.48600 -0.88 -0.80 1.29 -0.86
H -9.61500 -16.19500 24.55800 -0.48 1.19 0.24 -0.60
H -9.42200 -14.83800 25.71900 -0.45 0.03 -0.23 -0.46
H -8.78400 -14.77000 24.13100 1.61 0.91 -1.17 0.31
H -10.44800 -15.23700 21.77100 0.63 0.06 0.19 0.26
H -12.17000 -14.96600 21.95500 0.44 -0.24 0.74 0.36
H -11.37400 -16.31100 22.95300 -0.07 0.40 -1.08 0.23
C -10.05500 -12.96800 28.41200 -0.10 -0.90 0.28 -0.42
S -11.73100 -13.58300 28.51400 0.65 -0.45 -1.82 0.30
O -12.13700 -13.39300 27.06500 -0.51 -0.39 1.11 -0.56
C -11.19900 -15.35500 28.72500 -2.35 1.25 0.99 -0.38
H -9.75200 -13.34700 27.43800 0.09 0.57 -0.21 0.07
H -9.47000 -13.51300 29.12300 0.53 0.04 0.76 0.02
H -10.00900 -11.90700 28.56000 0.10 0.44 -0.21 0.45
H -12.18300 -15.87000 28.68000 0.81 -0.06 0.22 0.42
H -10.74000 -15.39300 29.71700 -0.08 -0.37 -0.23 0.36
H -10.57500 -15.67400 27.93700 0.88 -0.19 -0.87 -0.28
C -3.22400 -15.28900 24.65000 0.46 -0.43 1.61 -1.41
S -4.33800 -14.77300 25.98500 2.20 1.50 1.05 1.30
O -3.59600 -13.63200 26.72300 -0.85 -1.56 -1.02 -0.69
C -5.55100 -14.01200 24.96800 -1.37 -0.09 -1.73 -1.05
H -2.46400 -15.91400 25.15100 -0.20 0.28 -0.33 0.25
H -2.80100 -14.40800 24.21400 0.25 0.50 -0.35 0.46
H -3.76700 -15.89300 23.96000 -0.37 -0.40 -0.62 0.37
H -5.59700 -12.91300 24.98500 0.45 -0.41 0.25 0.59
H -6.50100 -14.40800 25.36900 0.13 0.25 -0.50 -0.08
H -5.38700 -14.34300 23.89600 -0.46 0.38 1.19 0.37
C -7.79400 -17.27600 22.74600 -0.24 -2.49 0.32 -0.42
S -6.07300 -17.91100 22.53100 -0.82 -1.80 -0.67 0.40
O -6.13700 -19.38100 22.17800 0.06 1.02 -0.34 -0.68
C -5.72700 -17.97000 24.24900 -1.69 0.00 3.00 0.20
H -8.32800 -17.80400 23.56200 0.71 -0.09 -0.24 -0.10
H -8.47000 -17.40900 21.88700 0.85 0.60 -0.09 0.44
H -7.57700 -16.33100 23.12300 -0.27 2.12 0.05 0.15
H -4.65600 -18.07800 24.56200 -0.92 0.09 -0.69 0.45
H -6.38500 -18.87700 24.66900 1.54 1.91 -0.96 -0.10
H -6.18600 -17.03700 24.75100 0.93 -1.30 -0.64 -0.44
C -1.94100 -20.50800 27.81400 -0.49 0.20 1.58 -1.25
S -3.14600 -19.21500 27.46400 1.24 1.80 -1.85 0.88
O -2.39400 -18.23600 26.49300 -1.24 -1.66 1.79 -0.70
C -4.10800 -20.23400 26.40300 -0.48 -1.43 0.08 -0.66
H -2.35900 -21.45300 28.20200 -0.17 0.51 -0.28 0.36
H -1.36600 -20.06200 28.62500 0.50 -0.20 -0.22 0.39
H -1.38600 -20.66600 26.92500 0.69 -0.09 -0.76 0.35
H -4.56500 -21.01600 27.04300 0.14 0.37 -0.31 0.44
H -3.43400 -20.72200 25.68700 -0.21 0.26 0.01 0.48
H -4.90900 -19.70300 25.91500 0.00 0.25 0.06 -0.39
C -10.09600 -18.33500 25.69700 -0.43 1.50 1.98 -0.39
S -10.40800 -19.99400 26.31200 -0.98 0.29 0.24 0.51
O -11.78000 -20.35100 25.78200 1.18 -0.05 0.07 -0.69
C -9.11100 -20.84700 25.36700 -0.94 -0.69 1.26 -0.68
H -10.75500 -17.52200 26.18300 0.65 -1.69 -0.60 0.13
H -10.21100 -18.29700 24.66100 -0.68 -0.23 -1.84 0.46
H -9.09000 -17.99600 25.88000 0.59 -0.22 0.46 -0.08
H -9.21200 -20.59500 24.36200 -0.04 0.61 -1.88 0.30
H -9.36500 -21.92500 25.43800 0.51 0.61 0.32 0.38
H -8.15000 -20.53700 25.77000 0.06 -0.26 0.14 0.06
C -6.38600 -13.40500 28.19100 1.18 0.06 -0.50 -0.31
S -5.22200 -13.00800 29.50300 0.04 2.74 -0.29 0.72
O -5.51000 -11.54200 29.91500 0.26 -2.11 -0.57 -0.83
C -5.86000 -13.99300 30.79300 -3.28 -0.74 -1.85 -0.87
H -6.01100 -12.84100 27.32800 -0.07 -0.29 0.23 0.21
H -7.38900 -13.13400 28.35800 -1.14 0.65 0.74 0.59
H -6.38500 -14.47000 28.01100 0.37 -0.30 -0.22 -0.57
H -5.32900 -13.76100 31.61800 1.80 0.73 2.80 0.53
H -5.79500 -15.04500 30.57300 0.28 -0.41 -0.20 0.01
H -6.94000 -13.75400 30.92800 0.70 -0.02 0.05 0.33
C -1.07000 -13.92200 28.76500 1.45 0.79 -0.36 -0.67
S -1.53100 -15.08100 30.04100 -1.04 0.62 0.82 0.34
O -2.20400 -14.23200 31.11000 0.59 -0.86 -0.65 -0.63
C -2.86600 -15.90000 29.11900 0.76 -1.30 -0.14 0.19
H -0.13800 -13.33900 29.04200 -1.27 -0.57 0.28 0.36
H -1.91000 -13.26300 28.54900 0.02 -0.05 0.00 0.12
H -0.74600 -14.44300 27.86500 -0.37 -0.27 -0.11 0.31
H -2.51800 -16.09000 28.09500 0.00 -0.16 0.27 0.04
H -3.71400 -15.26600 29.04900 -0.61 0.74 0.11 -0.47
H -3.16900 -16.87600 29.57900 0.45 0.94 -0.18 0.32